A single C7H8N3P molecule in a non-equilibrium geometry. Source: OMol25; level of theory: ωB97M-V/def2-TZVPD.

Structure (XYZ):
```
19
C7H8N3P (ωB97M-V/def2-TZVPD)
C -1.068 0.252 -0.644
C -0.722 1.476 0.013
C -1.566 -0.635 0.191
C -1.011 1.257 1.301
C 1.496 -0.459 0.565
C -1.683 -0.086 1.529
C 2.301 -0.302 -0.598
N 0.831 -0.977 1.356
N 0.308 -1.216 2.425
N -1.014 -0.960 2.633
P -1.875 -1.452 3.886
H -0.841 -0.077 -1.768
H -0.268 2.285 -0.380
H -2.080 -1.504 -0.113
H -0.809 1.983 2.103
H -2.704 -0.081 1.826
H 1.604 -0.338 -1.385
H 2.946 -1.278 -0.932
H 2.982 0.557 -0.535
```

highest occupied orbital energy: -6.63 eV
ΔE to the lowest compared entry with this formula, charge and spin: 115.16 kcal/mol
HOMO-LUMO gap: 6.66 eV
total charge: 0
total energy: -776.8650 Ha
LUMO: 0.00103 Eh